Entry from the Open Molecules 2025 dataset: an isolated ion of composition C5H10N3 and charge +1 at a distorted geometry (the ωB97M-V functional and the def2-TZVPD basis).

Values from the calculation:
SMILES	CC[n+]1cccn1N
relative energy (zero: lowest compared OMol25 entry of this formula, charge and spin)	409.6	kJ/mol
gap between HOMO and LUMO	0.3733	hartree

```
! wB97M-V def2-TZVPD RIJCOSX def2/J DEFGRID3
* xyz 1 1
N 0.29 -0.29 -0.17
N 0.14 1.83 1.00
N 0.89 0.88 0.36
C -1.06 -1.17 0.19
C -2.51 -0.28 -0.11
C 2.17 0.93 -0.03
C 1.28 -0.87 -0.94
C 2.45 -0.09 -0.83
H -2.36 0.37 -0.89
H -0.98 -1.56 1.16
H 0.42 1.91 2.00
H -0.95 -1.95 -0.59
H -3.27 -0.87 -0.53
H 0.89 -1.79 -1.46
H 3.28 -0.51 -1.39
H 2.98 1.60 0.38
H -0.84 1.67 1.05
H -2.81 0.18 0.81
*
```

Entry from the Open Molecules 2025 dataset: an isolated ion of composition C5H10N3 and charge +1 at a distorted geometry (the ωB97M-V functional and the def2-TZVPD basis).

Values from the calculation:
SMILES	[H]/N=C1/C=C[N+](C)(C)N1
relative energy (zero: lowest compared OMol25 entry of this formula, charge and spin)	379.2	kJ/mol
gap between HOMO and LUMO	0.3726	hartree

```
! wB97M-V def2-TZVPD RIJCOSX def2/J DEFGRID3
* xyz 1 1
N 0.48 0.12 0.24
N -0.22 -0.69 -0.65
N -2.49 -0.85 -1.48
C -1.79 0.56 0.29
C 1.36 1.03 -0.51
C 1.24 -0.73 1.17
C -1.62 -0.38 -0.75
C -0.63 0.80 0.91
H 0.66 -1.56 1.42
H -2.79 0.99 0.57
H 2.09 1.52 0.01
H -0.31 1.62 1.57
H 1.76 -0.13 1.95
H 0.64 1.77 -1.00
H -2.36 -1.63 -2.06
H 2.01 -1.36 0.66
H 0.17 -1.54 -1.09
H 1.82 0.47 -1.26
*
```

Entry from the Open Molecules 2025 dataset: an isolated ion of composition C5H10N3 and charge +1 at a distorted geometry (the ωB97M-V functional and the def2-TZVPD basis).

Values from the calculation:
relative energy (zero: lowest compared OMol25 entry of this formula, charge and spin)	224.0	kJ/mol
gap between HOMO and LUMO (alpha / beta)	0.2966 / 0.2457	hartree
<S²>	2.009

```
! wB97M-V def2-TZVPD RIJCOSX def2/J DEFGRID3
* xyz 1 3
N 2.05 -0.08 -1.24
N -2.60 2.31 -0.09
N -0.29 -0.42 0.71
C -1.40 1.62 -0.13
C 0.78 -1.22 0.41
C -0.30 -1.76 1.20
C 2.21 -1.09 -0.29
C -1.26 0.50 0.61
H -2.08 0.42 1.33
H 2.88 -0.93 0.53
H -2.97 3.01 -0.78
H -0.30 -1.94 2.27
H 2.58 -2.06 -0.81
H -3.37 1.95 0.46
H 2.02 -0.26 -2.23
H -1.01 -2.52 0.74
H 2.66 0.70 -1.01
H -0.72 2.07 -0.82
*
```

Entry from the Open Molecules 2025 dataset: an isolated ion of composition C5H10N3O2 and charge +1 at a distorted geometry (the ωB97M-V functional and the def2-TZVPD basis).

Values from the calculation:
relative energy (zero: lowest compared OMol25 entry of this formula, charge and spin)	666.8	kJ/mol
gap between HOMO and LUMO (alpha / beta)	0.3045 / 0.2867	hartree

```
! wB97M-V def2-TZVPD RIJCOSX def2/J DEFGRID3
* xyz 1 1
O 2.65 -0.05 2.51
O 2.82 -0.04 0.26
N 2.19 0.33 -0.81
N -0.74 0.20 -0.91
N 0.21 0.00 -0.08
C -0.65 -0.75 -2.05
C 2.13 -0.05 1.43
C -1.81 1.09 -0.82
C 0.59 0.00 1.15
C -0.24 -0.33 2.35
H 0.38 -1.07 2.87
H -0.29 0.55 2.91
H 0.25 -1.27 -2.02
H -1.75 1.92 -1.59
H -1.47 -1.46 -1.84
H 2.40 -0.28 -1.50
H -1.22 -0.75 2.27
H -1.94 1.72 0.07
H -2.72 0.64 -1.09
H -0.78 -0.39 -3.10
*
```

Entry from the Open Molecules 2025 dataset: an isolated ion of composition C5H10N3O2 and charge +1 at a distorted geometry (the ωB97M-V functional and the def2-TZVPD basis).

Values from the calculation:
SMILES	[NH3+]/C(O)=C1\CC=N[C@H](O)N1
relative energy (zero: lowest compared OMol25 entry of this formula, charge and spin)	432.5	kJ/mol
gap between HOMO and LUMO	0.2958	hartree

```
! wB97M-V def2-TZVPD RIJCOSX def2/J DEFGRID3
* xyz 1 1
O -1.74 2.28 0.49
O -1.00 -2.86 -1.19
N 0.46 2.79 -0.08
N -1.00 -0.78 0.19
N 0.77 -2.53 0.07
C 1.55 -1.51 -0.02
C 1.28 -0.03 -0.20
C -0.23 0.32 -0.06
C -0.55 1.70 0.06
C -0.55 -2.48 -0.07
H 2.61 -1.66 0.26
H 1.21 2.83 -0.87
H -1.80 -3.34 -1.41
H -2.10 1.82 1.35
H 0.98 2.77 0.91
H -0.99 -2.90 0.92
H 1.49 0.13 -1.28
H 1.87 0.65 0.45
H -1.86 -0.60 0.55
H -0.37 3.41 -0.08
*
```

Entry from the Open Molecules 2025 dataset: an isolated ion of composition C5H10N3O2 and charge +1 at a distorted geometry (the ωB97M-V functional and the def2-TZVPD basis).

Values from the calculation:
relative energy (zero: lowest compared OMol25 entry of this formula, charge and spin)	335.7	kJ/mol
gap between HOMO and LUMO	0.2962	hartree

```
! wB97M-V def2-TZVPD RIJCOSX def2/J DEFGRID3
* xyz 1 1
O -2.34 -0.17 -1.37
O 0.25 -1.39 2.14
N -1.50 -0.76 0.73
N 0.90 0.04 0.54
N 1.08 2.12 -0.57
C 0.68 0.70 -0.67
C 0.02 -0.72 1.19
C 1.51 0.17 -1.76
C -1.89 -0.47 -0.39
C -2.23 -1.68 1.65
H 0.59 2.63 -1.38
H -3.18 -2.00 1.22
H -1.57 -2.43 2.06
H 1.66 -0.93 -1.82
H -2.51 -1.04 2.46
H 2.13 2.25 -0.90
H 1.84 -0.03 0.93
H 2.55 0.56 -1.59
H 0.71 2.64 0.26
H 1.32 0.49 -2.74
*
```

Entry from the Open Molecules 2025 dataset: an isolated ion of composition C5H10N3O3 and charge +1 at a distorted geometry (the ωB97M-V functional and the def2-TZVPD basis).

Values from the calculation:
SMILES	C[C@@H]1C([N+](=O)[O-])=N[NH2+][C@H]1CO
relative energy (zero: lowest compared OMol25 entry of this formula, charge and spin)	650.8	kJ/mol
gap between HOMO and LUMO	0.4117	hartree

```
! wB97M-V def2-TZVPD RIJCOSX def2/J DEFGRID3
* xyz 1 1
O 4.36 -0.44 -0.54
O 3.80 -0.76 1.52
O -1.49 -2.04 0.25
N 1.62 -1.22 -0.78
N 3.60 -0.50 0.38
N 0.24 -1.02 -1.12
C 1.94 -0.29 -0.04
C -0.36 -0.11 -0.03
C 0.93 1.71 -0.91
C -0.93 -1.08 1.02
C 0.90 0.68 0.25
H 0.06 -0.87 -2.19
H -1.51 -0.55 1.75
H 0.03 2.32 -0.78
H 0.76 1.23 1.11
H -1.82 -2.81 0.83
H 1.85 2.36 -0.83
H 0.98 1.15 -1.86
H -0.26 -1.99 -0.99
H -0.08 -1.49 1.61
H -1.08 0.64 -0.33
*
```

Entry from the Open Molecules 2025 dataset: a 3-piece molecular cluster, C5H10N4 overall at a distorted geometry (the ωB97M-V functional and the def2-TZVPD basis).

Values from the calculation:
relative energy (zero: lowest compared OMol25 entry of this formula, charge and spin)	1122.0	kJ/mol
gap between HOMO and LUMO	0.3190	hartree

```
! wB97M-V def2-TZVPD RIJCOSX def2/J DEFGRID3
* xyz 0 1
N 1.99 -0.69 0.33
N -1.38 -1.46 0.11
N 1.03 -1.52 -0.27
N -2.36 -0.26 0.04
C 1.81 0.67 -0.18
C -0.26 1.62 0.73
C 0.13 0.54 -0.28
C -0.19 -1.01 -0.27
C -0.50 1.85 -0.65
H 2.01 1.33 0.71
H -3.20 -1.33 -0.65
H -1.58 1.99 -0.77
H -1.27 1.20 1.02
H -2.76 0.03 1.51
H 0.54 1.98 1.70
H 2.33 1.01 -1.06
H 0.05 2.58 -1.29
H 1.16 -2.61 -0.19
H 1.89 -0.69 1.42
*
```

Entry from the Open Molecules 2025 dataset: C5H10N4 as an isolated structure at a distorted geometry (the ωB97M-V functional and the def2-TZVPD basis).

Values from the calculation:
relative energy (zero: lowest compared OMol25 entry of this formula, charge and spin)	425.3	kJ/mol
gap between HOMO and LUMO (alpha / beta)	0.2557 / 0.2497	hartree

```
! wB97M-V def2-TZVPD RIJCOSX def2/J DEFGRID3
* xyz 0 1
N 1.74 -0.01 1.20
N 0.65 1.30 -1.97
N -2.33 1.00 -0.80
N -0.88 0.34 2.05
C -1.11 0.62 -0.37
C 1.21 -1.56 -0.64
C 0.89 -0.38 0.28
C -0.81 -0.27 0.76
C 0.12 0.94 -0.89
H 0.37 -1.83 -1.28
H 1.47 -2.43 -0.03
H 2.05 -1.32 -1.29
H -0.69 1.34 1.99
H 1.65 1.47 -1.85
H 2.59 -0.58 1.16
H -2.38 1.54 -1.65
H -1.32 -1.24 0.76
H -3.08 1.11 -0.13
H -0.16 -0.03 2.67
*
```

Entry from the Open Molecules 2025 dataset: an isolated molecule of C5H10N4 at a distorted geometry (the ωB97M-V functional and the def2-TZVPD basis).

Values from the calculation:
SMILES	[H]/N=C(/N)[C@H](N)/C(C=C)=N/[H]
relative energy (zero: lowest compared OMol25 entry of this formula, charge and spin)	202.3	kJ/mol
gap between HOMO and LUMO	0.3397	hartree

```
! wB97M-V def2-TZVPD RIJCOSX def2/J DEFGRID3
* xyz 0 1
N -2.06 -1.44 -0.06
N -2.11 0.59 -1.15
N -0.43 1.71 0.97
N 0.67 -1.69 0.52
C 2.69 0.04 -0.87
C -0.56 0.31 0.93
C -1.59 -0.19 -0.29
C 0.52 -0.44 0.20
C 1.44 0.39 -0.61
H 3.13 -0.86 -0.46
H 0.15 2.03 1.74
H 1.05 1.34 -0.96
H 3.34 0.66 -1.48
H -1.66 1.49 -1.20
H -1.30 2.22 0.94
H -2.67 -1.82 -0.77
H 1.60 -2.06 0.35
H -1.37 -2.07 0.35
H -0.84 -0.21 1.86
*
```

- Which of these has the highest relative energy (zero: lowest compared OMol25 entry of this formula, charge and spin)?
  number 8

- Among the records above, which one has the highest relative energy (zero: lowest compared OMol25 entry of this formula, charge and spin)?
  number 8

Please write out number 3 again, unchanged.
Entry from the Open Molecules 2025 dataset: an isolated ion of composition C5H10N3 and charge +1 at a distorted geometry (the ωB97M-V functional and the def2-TZVPD basis).

Values from the calculation:
relative energy (zero: lowest compared OMol25 entry of this formula, charge and spin)	224.0	kJ/mol
gap between HOMO and LUMO (alpha / beta)	0.2966 / 0.2457	hartree
<S²>	2.009

```
! wB97M-V def2-TZVPD RIJCOSX def2/J DEFGRID3
* xyz 1 3
N 2.05 -0.08 -1.24
N -2.60 2.31 -0.09
N -0.29 -0.42 0.71
C -1.40 1.62 -0.13
C 0.78 -1.22 0.41
C -0.30 -1.76 1.20
C 2.21 -1.09 -0.29
C -1.26 0.50 0.61
H -2.08 0.42 1.33
H 2.88 -0.93 0.53
H -2.97 3.01 -0.78
H -0.30 -1.94 2.27
H 2.58 -2.06 -0.81
H -3.37 1.95 0.46
H 2.02 -0.26 -2.23
H -1.01 -2.52 0.74
H 2.66 0.70 -1.01
H -0.72 2.07 -0.82
*
```

- Among the records above, which one has the lowest relative energy (zero: lowest compared OMol25 entry of this formula, charge and spin)?
  number 10